1.
Here is C33H30AsCrNO2PSSe2 as an isolated structure in a non-equilibrium geometry from the Open Molecules 2025 dataset. Energies are from ωB97M-V/def2-TZVPD.

As for the spin multiplicity: 4. The value obtained for the gap between HOMO and LUMO (spin up / spin down) is 6.70 / 7.93 eV. The calculation puts the molar mass at 820.49 g/mol.

The geometry in XYZ format:
```
72
C33H30AsCrNO2PSSe2 (ωB97M-V/def2-TZVPD)
Cr 1.819 0.123 -0.692
S 2.614 2.296 -0.523
C 1.397 3.538 -0.831
C 1.748 4.885 -0.742
C 0.781 5.865 -0.905
C -0.539 5.520 -1.175
C -0.887 4.185 -1.296
C 0.077 3.198 -1.130
As -0.255 1.303 -1.197
C -2.165 1.271 -0.927
C -3.071 1.017 -1.944
C -4.433 1.082 -1.681
C -4.885 1.399 -0.407
C -3.974 1.654 0.611
C -2.615 1.590 0.351
C 0.006 0.894 -3.083
C 0.751 1.761 -3.879
C 1.012 1.440 -5.204
C 0.545 0.245 -5.735
C -0.173 -0.635 -4.936
C -0.438 -0.317 -3.613
H 2.777 5.149 -0.524
H 1.058 6.909 -0.814
H -1.292 6.289 -1.287
H -1.909 3.905 -1.514
H -2.722 0.776 -2.938
H -5.143 0.889 -2.475
H -5.948 1.448 -0.208
H -4.321 1.904 1.605
H -1.900 1.790 1.139
H 1.128 2.687 -3.465
H 1.585 2.123 -5.818
H 0.746 -0.002 -6.770
H -0.519 -1.579 -5.336
H -0.974 -1.019 -2.990
Se 1.852 -0.587 1.739
P -0.069 -1.698 1.628
Se -0.952 -1.983 -0.283
C 0.233 -3.252 2.508
C 0.204 -4.462 1.831
C 0.485 -5.635 2.522
C 0.792 -5.593 3.874
C 0.831 -4.376 4.546
C 0.555 -3.203 3.864
C -1.269 -0.783 2.664
C -2.570 -1.286 2.735
C -3.551 -0.578 3.408
C -3.246 0.639 4.011
C -1.955 1.138 3.949
C -0.964 0.429 3.272
H -0.010 -4.480 0.769
H 0.471 -6.583 1.999
H 1.004 -6.509 4.410
H 1.083 -4.344 5.599
H 0.604 -2.245 4.372
H -2.809 -2.220 2.242
H -4.562 -0.966 3.452
H -4.020 1.200 4.521
H -1.712 2.084 4.419
H 0.043 0.820 3.212
N 4.226 -0.038 -0.219
C 4.938 -1.227 -0.744
C 4.202 -2.502 -0.353
C 2.868 -2.655 -1.065
O 2.414 -3.733 -1.356
O 2.304 -1.494 -1.364
H 4.623 0.817 -0.589
H 4.338 0.006 0.788
H 5.957 -1.266 -0.354
H 4.998 -1.151 -1.829
H 4.000 -2.472 0.721
H 4.785 -3.397 -0.562
```

These are the Mulliken partial charges, in e, on atoms 1 to 5: number 1, Cr, carries 1.0628; number 2, S, carries -0.4459; number 3, C, carries 0.6161; number 4, C, carries -0.7247; number 5, C, carries -0.5811

=====

2.
Here is C33H30ClN5O2PPt as an isolated structure from the Open Molecules 2025 dataset. Energies are from ωB97M-V/def2-TZVPD.

Its charge is +3. Its energy above the lowest of the compared OMol25 structures with the same formula, charge and spin is 0.845 eV. The value obtained for the gap between HOMO and LUMO is 5.01 eV. The calculation puts the molar mass at 790.14 g/mol.

The geometry in XYZ format:
```
73
C33H30ClN5O2PPt (ωB97M-V/def2-TZVPD)
Pt -0.672 -1.043 -0.863
C -4.444 -2.809 -0.131
C -3.271 -2.096 -0.686
N -2.295 -1.667 0.057
N -2.279 -1.833 1.406
C -1.134 -1.463 1.894
O -0.173 -0.960 1.100
C -0.855 -1.509 3.322
C 0.309 -0.932 3.839
C 0.545 -0.975 5.201
C -0.369 -1.594 6.046
C -1.528 -2.167 5.534
C -1.777 -2.126 4.176
C -3.123 -1.806 -2.117
C -4.118 -2.031 -3.040
C -3.933 -1.604 -4.355
C -2.763 -0.956 -4.691
C -1.782 -0.781 -3.722
N -1.950 -1.210 -2.476
H -4.416 -2.823 0.952
H -5.365 -2.328 -0.466
H -4.455 -3.836 -0.507
H 1.013 -0.442 3.183
H 1.439 -0.525 5.609
H -0.179 -1.629 7.110
H -2.234 -2.646 6.197
H -2.674 -2.571 3.771
H -5.035 -2.518 -2.742
H -4.704 -1.772 -5.094
H -2.584 -0.596 -5.694
H -0.836 -0.319 -3.951
Cl -0.930 2.138 -2.712
C 0.797 2.196 -2.696
C 1.436 2.861 -3.723
C 2.827 2.939 -3.733
C 3.577 2.339 -2.731
C 2.938 1.664 -1.705
C 1.535 1.599 -1.655
P 0.773 0.927 -0.196
C 2.077 0.481 0.944
C 2.546 1.563 1.699
C 3.602 1.371 2.578
C 4.172 0.114 2.719
C 3.684 -0.963 1.986
C 2.637 -0.784 1.101
C -0.363 2.120 0.468
C -0.026 3.469 0.256
C -0.807 4.466 0.811
C -1.944 4.136 1.538
C -2.297 2.805 1.724
C -1.511 1.796 1.198
H 0.851 3.334 -4.500
H 3.320 3.480 -4.530
H 4.656 2.408 -2.739
H 3.526 1.214 -0.918
H 2.103 2.546 1.612
H 3.971 2.208 3.155
H 4.989 -0.032 3.413
H 4.112 -1.947 2.121
H 2.231 -1.634 0.576
H 0.846 3.742 -0.324
H -0.532 5.502 0.669
H -2.560 4.920 1.958
H -3.186 2.553 2.284
H -1.803 0.771 1.360
N 2.712 -1.129 -3.427
C 1.898 -1.634 -2.510
N 2.283 -2.671 -1.767
O 0.725 -1.127 -2.405
H 3.563 -1.591 -3.706
H 2.428 -0.303 -3.929
H 3.195 -3.088 -1.874
H 1.594 -3.192 -1.251
```

These are the Mulliken partial charges, in e, on atoms 1 to 5: number 1, Pt, carries 1.2517; number 2, C, carries -1.6870; number 3, C, carries 0.9059; number 4, N, carries 0.7249; number 5, N, carries -1.0307

=====

3.
Here is C33H30N8O4SSiSn as an isolated structure in a non-equilibrium geometry from the Open Molecules 2025 dataset. Energies are from ωB97M-V/def2-TZVPD.

Its energy above the lowest of the compared OMol25 structures with the same formula, charge and spin is 0.642 eV. The value obtained for the gap between HOMO and LUMO is 7.52 eV. The calculation puts the molar mass at 781.52 g/mol.

The geometry in XYZ format:
```
78
C33H30N8O4SSiSn (ωB97M-V/def2-TZVPD)
Sn 0.232 0.354 -0.988
O -3.845 1.356 -1.769
C -2.724 1.320 -1.290
N -1.580 1.081 -1.953
C -1.522 0.915 -3.330
C -2.364 1.609 -4.189
C -2.317 1.370 -5.550
C -1.379 0.495 -6.071
C -0.467 -0.128 -5.237
C -0.544 0.047 -3.861
N 0.313 -0.567 -2.963
C 0.875 -1.768 -3.170
O 0.837 -2.423 -4.197
C 1.625 -2.288 -1.979
C 2.100 -3.592 -1.979
C 2.780 -4.055 -0.869
C 2.998 -3.183 0.188
C 2.489 -1.903 0.100
N 1.810 -1.476 -0.948
C -2.528 1.551 0.177
C -3.598 1.359 1.043
C -3.396 1.570 2.393
C -2.157 2.029 2.813
C -1.160 2.212 1.869
N -1.330 1.949 0.585
H -3.072 2.311 -3.778
H -3.020 1.870 -6.198
H -1.350 0.299 -7.132
H 0.289 -0.779 -5.644
H 1.906 -4.209 -2.841
H 3.137 -5.073 -0.816
H 3.524 -3.483 1.079
H 2.602 -1.185 0.896
H -4.545 1.028 0.646
H -4.191 1.380 3.101
H -1.957 2.224 3.854
H -0.179 2.572 2.136
N -6.141 -2.853 3.305
C -4.952 -2.652 2.656
C -4.919 -2.033 1.401
C -3.724 -1.884 0.726
C -2.552 -2.353 1.293
C -2.562 -2.971 2.530
C -3.753 -3.118 3.208
S -1.035 -2.187 0.394
O -1.332 -2.047 -1.003
O -0.086 -3.198 0.756
N -0.423 -0.702 0.787
C 0.248 -0.565 1.931
N 1.208 0.364 1.965
C 1.910 0.458 3.077
C 1.689 -0.366 4.169
C 0.629 -1.254 4.046
N -0.092 -1.356 2.949
H -6.944 -2.338 2.990
H -6.123 -3.104 4.279
H -5.840 -1.687 0.956
H -3.689 -1.421 -0.247
H -1.631 -3.323 2.942
H -3.775 -3.609 4.169
H 2.679 1.222 3.082
H 2.291 -0.322 5.061
H 0.334 -1.913 4.855
C 4.111 4.948 0.367
Si 4.508 3.273 -0.452
C 5.620 2.162 0.632
C 5.293 3.549 -2.166
C 2.895 2.331 -0.649
C 1.889 1.670 -0.721
H 5.009 5.543 0.506
H 3.641 4.822 1.337
H 3.428 5.523 -0.253
H 6.605 2.595 0.780
H 5.752 1.190 0.166
H 5.180 1.996 1.610
H 6.229 4.096 -2.088
H 4.631 4.119 -2.811
H 5.501 2.606 -2.662
```

These are the Mulliken partial charges, in e, on atoms 1 to 5: number 1, Sn, carries 1.7224; number 2, O, carries -0.7031; number 3, C, carries -0.2924; number 4, N, carries 0.1348; number 5, C, carries 0.7578

=====

> What is the formula in the first record?

C33H30AsCrNO2PSSe2